{
  "formula": "C26H37IrN2O4P2",
  "method": "ωB97M-V with the def2-TZVPD basis set",
  "species": ["Ir", "P", "C", "C", "N", "C", "C", "C", "C", "C", "P", "H", "H", "H", "H", "H", "H", "H", "H", "O", "H", "H", "O", "H", "C", "H", "H", "H", "C", "H", "H", "H", "C", "H", "H", "H", "C", "H", "H", "H", "C", "C", "C", "C", "C", "C", "N", "C", "C", "C", "C", "C", "C", "C", "O", "O", "C", "C", "H", "H", "H", "H", "H", "H", "H", "H", "H", "H", "H", "H", "H", "H"],
  "positions_angstrom": [[-0.428, -0.117, -1.228], [1.805, -0.591, -1.275], [2.068, -0.886, -2.993], [0.936, -1.460, -3.656], [-0.300, -1.202, -3.098], [-1.451, -1.568, -3.694], [-1.411, -2.461, -4.770], [-0.182, -2.747, -5.363], [0.976, -2.157, -4.888], [-2.750, -0.968, -3.155], [-2.273, 0.568, -2.258], [1.955, -2.342, -5.294], [-2.375, -2.853, -5.155], [-0.133, -3.445, -6.208], [-3.447, -0.748, -3.983], [-3.244, -1.666, -2.452], [2.060, 1.118, -3.722], [3.048, -0.931, -3.503], [0.907, 2.753, -2.438], [1.773, 2.020, -3.938], [2.520, 2.292, -4.430], [-0.011, 1.455, -1.374], [0.211, 2.910, -1.777], [0.585, 3.386, -1.056], [-2.027, 1.781, -3.590], [-2.845, 1.713, -4.312], [-2.016, 2.789, -3.168], [-1.082, 1.614, -4.119], [-3.687, 1.052, -1.265], [-3.437, 1.983, -0.741], [-4.568, 1.204, -1.905], [-3.893, 0.263, -0.531], [2.113, -2.276, -0.624], [2.957, -2.683, -1.219], [2.350, -2.169, 0.445], [1.189, -2.855, -0.804], [2.970, 0.567, -0.593], [2.702, 0.752, 0.450], [3.974, 0.135, -0.621], [3.000, 1.518, -1.132], [3.584, 1.059, 3.290], [2.674, -0.142, 3.244], [3.224, -1.383, 2.912], [2.432, -2.526, 2.874], [1.071, -2.423, 3.095], [0.497, -1.183, 3.425], [-0.868, -1.206, 3.705], [-1.836, -0.212, 3.586], [-2.838, -0.127, 4.563], [-3.659, 0.995, 4.608], [-3.569, 2.005, 3.618], [-2.651, 1.855, 2.582], [-1.824, 0.734, 2.528], [-1.034, 0.465, 1.298], [-0.538, 1.460, 0.672], [-0.969, -0.734, 0.838], [1.311, -0.034, 3.570], [0.763, 1.275, 4.044], [3.253, 1.848, 2.600], [3.653, 1.499, 4.295], [4.600, 0.772, 2.993], [4.301, -1.438, 2.709], [2.874, -3.496, 2.617], [0.413, -3.294, 3.034], [-1.224, -2.089, 4.066], [-2.897, -0.903, 5.352], [-4.422, 1.082, 5.377], [-4.204, 2.900, 3.654], [-2.544, 2.607, 1.792], [0.373, 1.872, 3.204], [-0.037, 1.146, 4.782], [1.556, 1.869, 4.511]],
  "atomic_forces_ev_per_a": [[0.246, -0.633, 3.448], [0.669, -0.071, 0.170], [0.072, -0.795, -1.296], [-0.635, 0.491, -0.686], [-0.304, -0.734, -0.693], [0.319, -0.288, 0.003], [-0.693, 0.236, -0.342], [-0.212, -0.419, -0.387], [0.265, -0.078, 1.250], [0.388, -0.391, -0.030], [-1.347, 0.796, -1.753], [0.028, -0.071, -0.443], [0.928, 0.209, 0.165], [-0.043, 0.431, 0.294], [0.259, -0.177, 0.339], [0.183, 0.265, -0.273], [-0.494, -0.024, 0.127], [-0.510, -0.036, 0.447], [0.175, 0.306, -0.326], [-0.738, -1.033, 0.960], [1.159, 1.214, -1.081], [-0.034, 0.259, -0.269], [-0.448, -0.628, -0.842], [0.495, 0.723, 1.042], [-0.229, 0.127, -0.014], [-0.007, 0.002, 0.084], [0.086, -0.142, -0.018], [-0.112, -0.041, 0.199], [-0.145, 0.124, 0.242], [-0.144, -0.218, -0.086], [0.215, -0.011, 0.156], [0.011, 0.233, -0.115], [0.066, 0.369, -0.233], [-0.429, 0.044, 0.582], [-0.131, -0.336, -0.245], [0.556, 0.090, 0.256], [0.742, 0.161, 0.115], [-0.034, -0.056, -0.026], [0.030, 0.023, 0.076], [-0.210, -0.167, -0.007], [0.246, 0.062, -0.017], [0.098, -0.263, 0.037], [0.259, 0.151, -0.068], [0.140, -0.297, -0.245], [-0.198, 0.182, 0.039], [0.641, -0.151, -0.038], [-0.915, -0.296, 0.193], [0.064, 0.116, -0.214], [-0.068, 0.238, 0.503], [-0.206, -0.023, -0.788], [0.310, -0.100, 0.015], [-0.310, 0.432, 0.132], [0.464, -1.151, 0.191], [-0.167, 2.078, 0.948], [-0.474, -1.463, 0.352], [0.334, 0.265, -1.715], [-0.220, -0.406, -0.418], [0.046, 0.460, 0.108], [-0.015, -0.050, 0.224], [-0.065, -0.102, -0.291], [-0.206, 0.061, 0.089], [-0.465, -0.075, 0.103], [-0.173, 0.385, 0.222], [0.281, 0.207, -0.012], [0.273, 0.398, -0.034], [0.074, 0.619, -0.536], [0.222, -0.021, -0.029], [0.287, -0.526, 0.075], [-0.188, -0.292, 0.345], [0.038, -0.083, 0.304], [0.150, 0.044, -0.217], [-0.248, -0.154, -0.048]],
  "total_charge": 2,
  "de_lowest_ev": 0.790,
  "spin_multiplicity": 5,
  "total_energy_ev": -60132.9771,
  "e_homo_ha": [-0.4496, -0.4427]
}